The following is a quantum chemistry calculation of a structure of composition C44H121ClFe2N9O29P, from OMol25.

Atoms and positions in Å:
Fe: -1.343 0.354 2.609
Fe: -0.315 3.133 0.054
P: 0.152 0.591 0.484
O: -1.010 1.469 0.952
O: -0.307 -0.088 -0.813
O: 0.331 -0.227 1.820
O: 1.065 1.807 0.247
Cl: -3.367 1.480 3.234
C: -2.120 2.806 6.619
O: -3.499 2.768 6.380
H: -1.629 2.622 5.663
H: -1.821 3.803 6.943
H: -1.888 2.039 7.357
H: -3.645 2.397 5.507
C: -0.027 -6.400 2.132
O: -0.847 -5.449 2.726
H: 0.624 -6.134 1.298
H: 0.712 -6.681 2.882
H: -0.577 -7.339 2.093
H: -0.363 -4.623 2.803
C: -6.203 3.885 3.327
O: -5.723 3.483 2.046
H: -7.268 3.679 3.436
H: -5.642 3.386 4.117
H: -5.876 4.910 3.499
H: -5.037 2.823 2.171
C: -1.049 4.587 2.799
O: -0.214 4.562 1.641
H: -1.475 5.568 3.009
H: -1.880 3.896 2.658
H: -0.439 4.294 3.653
H: 0.172 5.441 1.628
C: -3.572 -1.874 1.115
O: -2.362 -1.286 1.408
H: -3.667 -2.808 1.668
H: -4.384 -1.169 1.291
H: -3.608 -2.146 0.060
H: -1.649 -1.655 0.881
C: 1.042 2.097 3.841
O: -0.174 1.430 4.129
H: 1.838 1.391 4.076
H: 1.107 2.273 2.767
H: 1.170 3.005 4.430
H: -0.076 1.122 5.033
C: 3.585 0.097 2.048
O: 2.656 -0.738 2.709
H: 3.201 1.081 1.783
H: 4.339 0.363 2.789
H: 4.053 -0.429 1.216
H: 1.765 -0.699 2.354
C: 3.060 3.036 -2.317
O: 3.552 2.463 -1.114
H: 3.840 3.424 -2.973
H: 2.570 2.292 -2.945
H: 2.323 3.818 -2.136
H: 2.869 2.173 -0.505
C: 2.384 -0.693 -2.981
O: 1.037 -0.294 -3.094
H: 2.576 -1.585 -2.386
H: 2.736 -0.735 -4.012
H: 2.867 0.149 -2.486
H: 0.651 -0.095 -2.237
C: -0.691 2.225 -3.509
O: -0.827 2.192 -2.144
H: 0.359 2.271 -3.798
H: -0.986 1.278 -3.960
H: -1.200 3.121 -3.864
H: -0.822 1.261 -1.912
C: -2.124 -1.565 -2.816
O: -2.474 -0.441 -2.002
H: -2.965 -2.096 -3.262
H: -1.483 -1.300 -3.657
H: -1.595 -2.379 -2.320
H: -1.735 -0.367 -1.393
C: 0.842 -2.922 0.018
O: -0.485 -2.547 0.077
H: 0.749 -3.943 0.386
H: 1.246 -2.771 -0.983
H: 1.419 -2.287 0.690
H: -0.536 -1.682 -0.337
C: 2.311 -3.928 2.985
O: 1.000 -3.564 3.110
H: 2.374 -4.894 2.482
H: 2.885 -3.177 2.444
H: 2.750 -3.980 3.981
H: 0.883 -2.620 2.977
C: -2.537 -5.269 0.034
C: -2.191 -4.958 -1.440
C: -0.816 -5.384 -2.048
O: -1.205 -5.893 -3.300
C: -2.534 -6.112 -3.346
O: -3.122 -6.444 -4.350
O: -3.085 -5.731 -2.221
H: -2.370 -6.281 0.404
H: -3.511 -5.032 0.461
H: -1.898 -4.641 0.655
H: -2.469 -3.917 -1.603
H: -0.383 -6.219 -1.498
H: -0.117 -4.548 -2.082
C: 3.982 -4.308 -4.411
O: 4.837 -5.093 -4.064
N: 2.664 -4.583 -4.189
C: 2.238 -5.964 -3.875
C: 1.605 -3.531 -4.244
H: 4.137 -3.279 -4.772
H: 2.943 -6.795 -3.876
H: 1.388 -6.332 -4.452
H: 1.858 -5.983 -2.853
H: 1.156 -3.509 -3.251
H: 2.053 -2.596 -4.581
H: 0.836 -3.795 -4.969
C: -3.412 3.319 -0.512
O: -2.259 3.758 -0.262
N: -4.265 3.723 -1.454
C: -5.567 3.032 -1.515
C: -3.880 4.653 -2.504
H: -3.866 2.594 0.181
H: -6.327 3.809 -1.427
H: -5.661 2.361 -0.662
H: -5.686 2.510 -2.465
H: -4.769 5.072 -2.973
H: -3.388 5.507 -2.038
H: -3.279 4.153 -3.264
C: 6.625 -4.123 -0.214
O: 6.969 -5.212 0.214
N: 5.398 -3.866 -0.713
C: 5.138 -2.526 -1.293
C: 4.277 -4.874 -0.728
H: 7.302 -3.255 -0.263
H: 5.900 -1.767 -1.113
H: 4.197 -2.136 -0.905
H: 5.206 -2.456 -2.379
H: 4.579 -5.829 -0.298
H: 3.384 -4.568 -0.183
H: 4.033 -5.071 -1.771
C: 5.857 4.926 3.448
O: 6.195 5.614 4.398
N: 4.685 5.103 2.741
C: 4.123 4.101 1.890
C: 3.641 6.064 3.153
H: 6.362 4.043 3.026
H: 4.869 3.522 1.345
H: 3.458 4.465 1.107
H: 3.582 3.377 2.500
H: 2.982 5.623 3.900
H: 4.120 6.940 3.591
H: 2.968 6.455 2.390
C: 2.252 -0.263 -7.803
O: 1.930 -1.447 -7.962
N: 1.433 0.611 -7.199
C: 1.786 2.023 -6.968
C: 0.233 0.219 -6.482
H: 3.108 0.256 -8.262
H: 1.320 2.736 -7.647
H: 2.863 2.146 -7.082
H: 1.346 2.256 -5.999
H: 0.475 0.391 -5.433
H: -0.663 0.750 -6.804
H: -0.076 -0.820 -6.595
C: 0.081 5.376 -2.213
O: 0.126 4.625 -1.208
N: 0.987 6.233 -2.550
C: 2.213 6.401 -1.781
C: 0.896 7.108 -3.688
H: -0.856 5.494 -2.779
H: 2.325 7.473 -1.616
H: 3.086 6.046 -2.329
H: 2.193 5.941 -0.793
H: -0.068 7.096 -4.196
H: 1.093 8.111 -3.309
H: 1.680 6.896 -4.414
C: -4.791 -1.043 -6.219
O: -5.241 -1.692 -7.150
N: -4.937 0.267 -5.987
C: -4.328 0.953 -4.808
C: -5.841 1.038 -6.890
H: -4.206 -1.573 -5.452
H: -3.796 1.818 -5.202
H: -3.550 0.351 -4.339
H: -5.060 1.301 -4.079
H: -6.032 0.419 -7.768
H: -6.767 1.374 -6.423
H: -5.288 1.897 -7.269
C: 0.531 -0.121 7.419
O: 0.580 0.883 6.673
N: 1.336 -1.209 7.256
C: 1.212 -2.431 8.061
C: 2.339 -1.244 6.110
H: -0.168 -0.279 8.254
H: 0.339 -2.361 8.709
H: 2.091 -2.580 8.689
H: 0.994 -3.291 7.428
H: 2.849 -0.281 6.128
H: 3.003 -2.058 6.402
H: 1.906 -1.333 5.114
C: -1.680 -2.212 4.685
O: -1.380 -1.285 3.943
N: -2.295 -2.152 5.888
C: -2.445 -3.392 6.713
C: -2.764 -0.923 6.522
H: -1.351 -3.213 4.365
H: -1.941 -3.298 7.675
H: -2.084 -4.282 6.197
H: -3.493 -3.500 6.994
H: -3.846 -0.934 6.653
H: -2.160 -0.691 7.400
H: -2.567 -0.162 5.767

Calculated values
2S+1   9
Orbital gap (spin up / spin down)   7.8 / 7.1 eV
Energy   -7752.874542 Ha
HOMO (spin up / spin down)   -8.24 / -7.60 eV
Strongest force on any atom   4.1 eV/Å